Run w
{
  "formula": "C2H6N4O2",
  "method": "the ωB97M-V functional and the def2-TZVPD basis",
  "orbital_gap_ev": 8.170,
  "e_lumo_ev": -0.3848,
  "molar_mass_g_mol": 118.10,
  "symbols": ["C", "C", "H", "H", "H", "H", "H", "H", "N", "N", "N", "N", "O", "O"],
  "coordinates": [[1.874, 0.126, 0.077], [-1.366, -0.417, 0.125], [3.841, 0.062, -0.242], [3.242, -1.468, 0.233], [0.939, 1.747, -0.005], [-1.523, -1.454, -0.660], [-2.009, 1.164, 0.301], [-4.498, 0.276, -0.054], [2.996, -0.593, -0.476], [1.897, 1.342, -0.135], [-0.282, 0.037, 0.787], [-2.528, 0.215, 0.208], [0.821, -0.893, 0.364], [-3.404, -0.144, -0.523]]
}

=====

Run x
{
  "formula": "C2H6N4O2",
  "method": "the ωB97M-V functional and the def2-TZVPD basis",
  "orbital_gap_ev": 7.673,
  "e_lumo_ev": -1.1342,
  "molar_mass_g_mol": 118.10,
  "symbols": ["C", "C", "H", "H", "H", "H", "H", "H", "N", "N", "N", "N", "O", "O"],
  "coordinates": [[-0.083, -0.579, -0.061], [0.932, -1.430, 0.009], [1.438, 0.765, 1.387], [0.780, 2.871, 0.299], [-0.509, 1.514, 0.550], [-2.433, 0.731, -0.690], [-3.196, -1.031, -0.293], [2.395, -0.026, -0.663], [1.400, 1.395, 0.176], [0.042, 0.847, -0.278], [-1.285, -1.110, -0.043], [-2.408, -0.426, -0.120], [2.128, -0.977, -0.570], [0.800, -2.545, 0.298]]
}

=====

Each structure's energy above the most stable one, in kJ/mol: run w 0.0; run x 49.6.

=====

Run w
{
  "formula": "C7H15NO",
  "method": "the ωB97M-V functional and the def2-TZVPD basis",
  "orbital_gap_ev": 9.695,
  "smiles": "C=C[C@@](C)(N)[C@H](O)CC",
  "e_lumo_ev": 0.8882,
  "molar_mass_g_mol": 129.20,
  "symbols": ["C", "C", "C", "C", "N", "C", "O", "C", "C", "H", "H", "H", "H", "H", "H", "H", "H", "H", "H", "H", "H", "H", "H", "H"],
  "coordinates": [[2.847, 1.458, -0.125], [1.830, 0.847, -0.712], [0.708, -0.138, 0.262], [1.138, -1.589, 0.149], [0.735, 0.316, 1.598], [-0.496, 0.233, -0.552], [-0.812, 1.581, -0.724], [-1.788, -0.448, 0.298], [-2.989, -0.505, -0.630], [2.911, 1.532, 0.952], [3.692, 1.847, -0.679], [1.843, 0.682, -1.786], [0.566, -2.233, 0.814], [1.030, -1.959, -0.867], [2.188, -1.651, 0.432], [0.398, -0.344, 2.283], [0.403, 1.265, 1.711], [-0.494, -0.262, -1.523], [-0.304, 2.140, -0.118], [-1.980, 0.215, 1.143], [-1.549, -1.440, 0.680], [-2.810, -1.196, -1.453], [-3.883, -0.826, -0.095], [-3.183, 0.477, -1.057]]
}

=====

Run x
{
  "formula": "C7H15NO",
  "method": "the ωB97M-V functional and the def2-TZVPD basis",
  "orbital_gap_ev": 8.061,
  "e_lumo_ev": -0.3301,
  "molar_mass_g_mol": 129.20,
  "symbols": ["C", "C", "C", "C", "O", "H", "H", "H", "H", "H", "H", "H", "H", "C", "C", "C", "N", "H", "H", "H", "H", "H", "H", "H"],
  "coordinates": [[-1.307, -1.566, 0.236], [0.567, -1.500, -1.717], [0.335, -1.077, -0.288], [1.305, -1.202, 0.633], [-2.282, -1.084, -0.478], [-1.972, 0.255, -1.017], [-1.285, -1.287, 1.305], [-1.133, -2.646, 0.105], [1.259, -0.828, -2.231], [0.989, -2.506, -1.764], [-0.378, -1.512, -2.264], [1.137, -0.922, 1.667], [2.297, -1.575, 0.394], [-0.400, 1.475, 0.973], [0.844, 2.130, 1.573], [-0.165, 0.991, -0.441], [-1.196, 1.004, -1.295], [-0.940, 0.863, -2.265], [0.802, 1.245, -0.864], [-0.740, 0.655, 1.606], [-1.222, 2.194, 0.945], [1.127, 3.022, 1.012], [0.663, 2.427, 2.607], [1.694, 1.445, 1.568]]
}

=====

Each structure's energy above the most stable one, in kJ/mol: run w 0.0; run x 173.8.

=====

Run w
{
  "formula": "C6H13NO",
  "method": "the ωB97M-V functional and the def2-TZVPD basis",
  "orbital_gap_ev": [6.710, 6.992],
  "e_lumo_ev": [0.7928, 0.7920],
  "molar_mass_g_mol": 115.18,
  "symbols": ["C", "C", "C", "C", "C", "N", "C", "O", "H", "H", "H", "H", "H", "H", "H", "H", "H", "H", "H", "H", "H"],
  "coordinates": [[1.088, -1.453, 1.183], [-1.764, 0.912, -1.685], [0.625, -1.490, 2.602], [-0.824, 1.466, -2.713], [-0.206, 0.234, 0.186], [0.311, 1.357, 0.673], [-0.660, -0.692, -0.475], [2.297, -0.716, 1.077], [2.660, -0.855, 0.195], [1.155, -2.426, 0.691], [1.328, 1.343, 0.712], [-0.092, 1.728, 1.522], [-1.001, -1.615, -0.878], [-2.205, 1.642, -1.011], [-2.508, 0.204, -2.042], [-0.286, -2.085, 2.682], [1.378, -1.922, 3.279], [0.405, -0.482, 2.969], [0.006, 2.000, -2.240], [-0.398, 0.670, -3.330], [-1.309, 2.178, -3.398]]
}

=====

Run x
{
  "formula": "C6H13NO",
  "method": "the ωB97M-V functional and the def2-TZVPD basis",
  "orbital_gap_ev": 8.655,
  "smiles": "CCN(CC)CC=O",
  "e_lumo_ev": 0.8542,
  "molar_mass_g_mol": 115.18,
  "symbols": ["C", "C", "N", "C", "C", "C", "C", "O", "H", "H", "H", "H", "H", "H", "H", "H", "H", "H", "H", "H", "H"],
  "coordinates": [[1.482, 0.933, 1.322], [0.560, 1.010, 0.002], [-0.151, -0.155, -0.421], [-0.320, -1.366, 0.410], [-0.796, -1.174, 1.857], [-0.945, -0.075, -1.678], [-0.020, 0.399, -2.812], [0.097, -0.219, -3.834], [2.355, 0.297, 1.200], [1.876, 1.999, 1.363], [0.982, 0.719, 2.142], [1.012, 1.529, -0.837], [-0.223, 1.820, 0.363], [0.719, -1.845, 0.322], [-1.086, -1.965, -0.177], [-0.907, -0.089, 2.018], [-1.882, -1.649, 2.129], [-0.011, -1.431, 2.591], [-1.677, 0.851, -1.419], [-1.377, -0.997, -1.921], [0.313, 1.408, -2.622]]
}

=====

Run y
{
  "formula": "C6H13NO",
  "method": "the ωB97M-V functional and the def2-TZVPD basis",
  "orbital_gap_ev": 9.084,
  "smiles": "C=C/C(=C\\N)CC.O",
  "e_lumo_ev": 0.8940,
  "molar_mass_g_mol": 115.18,
  "symbols": ["C", "C", "C", "C", "N", "C", "C", "H", "H", "H", "H", "H", "H", "H", "H", "H", "H", "H", "O", "H", "H"],
  "coordinates": [[-1.006, 2.359, -0.430], [-1.147, 1.133, -0.212], [0.193, 0.340, 0.243], [1.261, 0.469, -0.607], [1.040, 0.832, -1.979], [-0.154, -0.530, 1.368], [0.817, -1.504, 1.977], [-1.676, 3.126, -0.862], [-0.036, 2.853, -0.307], [-1.988, 0.505, -0.272], [2.212, 0.056, -0.565], [0.060, 1.136, -2.267], [1.661, 1.696, -2.104], [-0.487, 0.249, 2.165], [-1.072, -1.000, 1.205], [1.107, -2.298, 1.396], [0.317, -2.028, 2.795], [1.710, -1.089, 2.358], [-1.220, -2.330, -1.226], [-0.332, -2.548, -1.621], [-1.259, -1.428, -1.052]]
}

=====

Run z
{
  "formula": "C6H13NO",
  "method": "the ωB97M-V functional and the def2-TZVPD basis",
  "orbital_gap_ev": 8.868,
  "smiles": "C=C/C(=C\\N)CC.O",
  "e_lumo_ev": 0.8893,
  "molar_mass_g_mol": 115.18,
  "symbols": ["C", "C", "C", "C", "N", "C", "C", "H", "H", "H", "H", "H", "H", "H", "H", "H", "H", "H", "O", "H", "H"],
  "coordinates": [[-2.073, -1.864, 0.411], [-0.808, -1.394, 0.488], [-0.309, -0.067, 0.171], [-0.492, 0.689, -0.926], [-1.438, 0.376, -1.902], [0.612, 0.334, 1.346], [0.995, 1.806, 1.419], [-2.301, -2.879, 0.676], [-2.814, -1.144, 0.062], [-0.054, -2.052, 0.892], [0.042, 1.603, -1.082], [-2.129, -0.303, -1.651], [-1.708, 1.121, -2.514], [0.141, 0.200, 2.332], [1.434, -0.364, 1.501], [1.890, 1.939, 0.808], [1.033, 2.349, 2.353], [0.271, 2.479, 0.919], [2.734, -0.250, -0.879], [2.757, -0.254, 0.078], [1.831, -0.456, -1.158]]
}

=====

Each structure's energy above the most stable one, in kJ/mol: run w 504.7; run x 117.9; run y 124.7; run z 0.0.

=====

Run w
{
  "formula": "C7H16N2O",
  "method": "the ωB97M-V functional and the def2-TZVPD basis",
  "orbital_gap_ev": 7.988,
  "smiles": "CN(C)/C=C/N.CC(C)=O",
  "e_lumo_ev": 0.9048,
  "molar_mass_g_mol": 144.22,
  "symbols": ["C", "N", "C", "C", "C", "N", "H", "H", "H", "H", "H", "H", "H", "H", "H", "H", "C", "C", "C", "O", "H", "H", "H", "H", "H", "H"],
  "coordinates": [[-0.313, -1.509, -1.596], [-0.572, -0.362, -0.755], [-1.128, 0.768, -1.466], [-1.205, -0.684, 0.458], [-1.697, 0.185, 1.348], [-2.156, -0.204, 2.618], [-1.229, -1.990, -1.969], [0.273, -1.202, -2.454], [0.252, -2.250, -1.038], [-2.211, 0.675, -1.621], [-0.640, 0.856, -2.435], [-0.931, 1.675, -0.899], [-1.182, -1.732, 0.700], [-1.711, 1.250, 1.163], [-2.939, 0.341, 2.939], [-2.349, -1.196, 2.700], [1.780, -0.016, 1.364], [1.534, 1.018, 0.295], [2.359, 0.834, -0.955], [0.823, 1.978, 0.467], [2.579, 0.342, 1.995], [2.077, -0.966, 0.936], [0.875, -0.145, 1.975], [3.438, 0.849, -0.690], [2.142, 1.634, -1.668], [2.133, -0.149, -1.411]]
}

=====

Run x
{
  "formula": "C7H16N2O",
  "method": "the ωB97M-V functional and the def2-TZVPD basis",
  "orbital_gap_ev": 9.501,
  "smiles": "CNC(C)=O.C1CCNC1",
  "e_lumo_ev": 0.6880,
  "molar_mass_g_mol": 144.22,
  "symbols": ["C", "N", "C", "C", "O", "H", "H", "H", "H", "H", "H", "H", "C", "C", "C", "N", "C", "H", "H", "H", "H", "H", "H", "H", "H", "H"],
  "coordinates": [[1.754, -4.009, -2.030], [1.607, -2.569, -1.951], [1.199, -1.847, -3.031], [1.090, -0.354, -2.804], [0.943, -2.385, -4.104], [2.091, -4.391, -1.052], [2.500, -4.288, -2.793], [0.795, -4.491, -2.284], [1.811, -2.083, -1.074], [2.065, 0.075, -2.518], [0.754, 0.127, -3.738], [0.360, -0.127, -2.009], [-0.380, -1.497, 0.373], [0.144, -2.905, 0.757], [1.618, -2.674, 1.113], [1.959, -1.501, 0.302], [0.842, -0.583, 0.543], [-1.227, -1.170, 1.006], [-0.722, -1.485, -0.680], [0.063, -3.597, -0.103], [-0.416, -3.352, 1.602], [2.271, -3.533, 0.864], [1.719, -2.478, 2.198], [2.855, -1.089, 0.592], [0.858, -0.161, 1.566], [0.861, 0.263, -0.171]]
}

=====

Each structure's energy above the most stable one, in kJ/mol: run w 90.8; run x 0.0.